Record 1
# C26H35BrF7INNbO22P

C26H35BrF7INNbO22P as an isolated structure (ωB97M-V/def2-TZVPD, the Open Molecules 2025 dataset).

Each line ends with the Mulliken charge.
Atoms and positions in Å:
C  0.986  -1.603  -0.416  -1.48
C  -0.016  -0.690  0.273  0.40
Br  0.711  -0.318  2.049  -0.19
C  -0.274  0.598  -0.472  -1.14
Nb  -2.103  1.833  0.051  -0.86
C  -1.092  3.718  0.784  -1.07
C  -0.505  3.589  2.135  0.25
N  0.682  3.878  2.488  -0.77
P  -4.380  2.841  0.809  0.38
O  -4.120  4.012  1.960  -0.32
I  -5.687  1.145  2.069  -0.29
H  1.018  -2.573  0.069  0.37
H  0.720  -1.725  -1.460  0.33
H  1.980  -1.175  -0.339  0.35
H  -0.934  -1.237  0.428  0.41
H  0.592  1.253  -0.396  0.48
H  -0.446  0.360  -1.521  0.50
H  -2.193  0.975  1.675  0.05
H  -3.181  0.555  -0.731  -0.03
H  -2.207  2.680  -1.604  -0.03
H  -0.336  4.086  0.093  0.41
H  -1.854  4.497  0.855  0.42
H  -1.162  3.213  2.912  0.39
H  1.210  4.205  1.680  0.24
H  -4.953  4.100  2.431  0.20
C  3.834  -1.777  -2.511  -0.25
C  3.247  -2.508  -3.691  0.46
O  2.026  -1.835  -3.899  -0.33
C  2.168  -0.554  -3.422  0.52
O  1.411  0.326  -3.613  -0.48
O  3.305  -0.461  -2.687  -0.36
F  3.000  -3.820  -3.409  -0.31
H  3.473  -2.189  -1.568  0.20
H  4.920  -1.765  -2.518  0.27
H  3.852  -2.454  -4.598  0.28
C  -8.903  4.037  1.185  -0.44
C  -9.571  4.561  2.442  0.29
O  -8.457  4.851  3.277  -0.31
C  -7.394  5.108  2.476  0.51
O  -6.371  5.594  2.838  -0.54
O  -7.655  4.744  1.211  -0.06
F  -10.354  3.638  3.045  -0.30
H  -8.710  2.966  1.258  0.23
H  -9.445  4.260  0.272  0.29
H  -10.153  5.473  2.303  0.30
C  -5.729  6.042  5.907  -0.25
C  -4.705  6.721  6.791  0.36
O  -5.179  6.424  8.094  -0.33
C  -5.898  5.265  8.028  0.64
O  -6.237  4.633  8.967  -0.52
O  -6.154  4.953  6.742  -0.28
F  -4.679  8.068  6.625  -0.28
H  -6.576  6.698  5.710  0.21
H  -5.327  5.681  4.969  0.15
H  -3.689  6.339  6.686  0.29
C  6.823  -5.783  -4.780  -0.52
C  6.035  -5.485  -3.522  0.55
O  6.305  -4.098  -3.326  -0.26
C  6.554  -3.554  -4.551  0.65
O  6.558  -2.391  -4.773  -0.53
O  6.777  -4.520  -5.461  -0.36
F  6.485  -6.174  -2.447  -0.25
H  7.858  -6.031  -4.541  0.28
H  6.384  -6.565  -5.391  0.31
H  4.959  -5.640  -3.610  0.12
C  3.893  -8.036  0.409  -0.46
C  5.071  -8.780  -0.190  0.44
O  4.684  -8.903  -1.549  -0.31
C  3.842  -7.875  -1.845  0.72
O  3.548  -7.538  -2.940  -0.53
O  3.425  -7.274  -0.712  -0.30
F  5.228  -10.015  0.345  -0.30
H  3.116  -8.732  0.725  0.30
H  4.159  -7.379  1.230  0.29
H  6.023  -8.250  -0.137  0.17
C  -5.860  5.364  -1.511  0.27
C  -6.627  4.754  -2.665  0.31
O  -7.908  5.362  -2.527  -0.34
C  -7.744  6.559  -1.898  0.69
O  -8.579  7.398  -1.828  -0.55
O  -6.510  6.645  -1.375  -0.35
F  -6.766  3.415  -2.566  -0.26
H  -5.996  4.787  -0.597  -0.32
H  -4.799  5.489  -1.702  0.34
H  -6.229  4.990  -3.654  0.26
C  10.464  -4.344  -0.275  -0.41
C  9.365  -4.437  -1.315  0.34
O  8.872  -5.745  -1.108  -0.23
C  9.102  -6.091  0.188  0.60
O  8.602  -7.007  0.741  -0.50
O  9.976  -5.222  0.747  -0.33
F  9.836  -4.336  -2.584  -0.30
H  11.404  -4.729  -0.670  0.27
H  10.611  -3.344  0.121  0.28
H  8.551  -3.723  -1.188  0.27

- multiplicity = 1
- HOMO level (eV) = -4.51
- frontier orbital gap (eV) = 5.89
- LUMO (eV) = 1.4
- net charge = -1

***

Record 2
# C6H9N

The molecule C6H9N (ωB97M-V/def2-TZVPD, the Open Molecules 2025 dataset).

Each line ends with the Mulliken charge.
Atoms and positions in Å:
C  1.601  1.158  0.043  -1.72
C  0.551  0.041  0.142  1.56
C  -0.029  0.060  1.537  -0.83
C  -1.834  -0.546  -0.102  -1.15
C  -0.718  0.311  -0.714  -0.61
C  1.138  -1.257  -0.262  -0.07
N  1.576  -2.294  -0.539  -0.52
H  2.005  1.225  -0.972  0.37
H  2.429  0.973  0.734  0.41
H  1.128  2.104  0.320  0.45
H  -1.857  -0.347  0.985  0.42
H  -0.018  -0.976  1.938  0.34
H  -1.642  -1.615  -0.247  0.34
H  -2.836  -0.307  -0.467  0.37
H  -0.531  0.096  -1.776  0.34
H  -0.962  1.374  -0.620  0.30

- multiplicity = 1
- HOMO level (eV) = -9.49
- frontier orbital gap (eV) = 8.66
- energy above the lowest of the compared OMol25 structures with the same formula, charge and spin (kcal per mole) = 103.6
- LUMO (eV) = -0.8

***

Record 3
# C34H35BClI2N8O3Re

C34H35BClI2N8O3Re as an isolated structure (ωB97M-V/def2-TZVPD, the Open Molecules 2025 dataset).

Each line ends with the Löwdin spin population.
Atoms and positions in Å:
Re  -0.185  -0.406  0.213  2.32
C  0.758  -3.596  1.555  0.00
C  -0.440  -2.899  2.105  0.02
C  -1.214  -3.284  3.193  0.01
C  -2.185  -2.306  3.343  0.02
C  -3.268  -2.204  4.362  0.00
N  -2.005  -1.399  2.377  0.01
N  -0.941  -1.755  1.609  0.01
B  -2.742  -0.086  2.056  0.00
N  -3.155  -0.150  0.560  0.00
N  -2.212  -0.242  -0.422  0.01
C  -2.851  -0.254  -1.601  0.02
C  -2.165  -0.314  -2.924  0.00
C  -4.221  -0.177  -1.369  0.01
C  -4.374  -0.110  0.006  0.02
C  -5.629  -0.024  0.807  0.00
N  -1.759  1.089  2.230  0.00
N  -0.623  1.152  1.482  0.01
C  0.028  2.281  1.800  0.02
C  1.312  2.708  1.179  0.00
C  -0.709  2.949  2.770  0.01
C  -1.827  2.170  3.018  0.03
C  -2.947  2.415  3.970  0.00
H  1.352  -3.990  2.379  0.00
H  0.460  -4.441  0.931  0.00
H  1.393  -2.933  0.974  0.00
H  -1.071  -4.151  3.815  0.00
H  -3.245  -3.081  5.004  0.00
H  -3.136  -1.319  4.986  0.00
H  -4.251  -2.141  3.894  0.00
H  -3.696  0.053  2.754  0.00
H  -1.088  -0.404  -2.828  0.00
H  -2.545  -1.155  -3.508  0.00
H  -2.372  0.593  -3.491  0.00
H  -5.005  -0.168  -2.106  0.00
H  -6.486  -0.013  0.139  0.00
H  -5.725  -0.878  1.478  0.00
H  -5.652  0.880  1.415  0.00
H  1.806  1.895  0.656  0.00
H  1.124  3.512  0.464  0.00
H  1.981  3.090  1.949  0.00
H  -0.454  3.882  3.243  0.00
H  -2.798  3.370  4.467  0.00
H  -3.908  2.438  3.457  0.00
H  -2.993  1.636  4.732  0.00
Cl  0.434  4.227  -5.812  0.00
C  0.499  3.197  -4.421  0.02
C  1.343  2.129  -4.421  0.00
C  1.408  1.279  -3.301  0.02
I  2.663  -0.387  -3.330  0.00
C  0.634  1.488  -2.186  0.01
O  0.736  0.693  -1.130  0.17
C  -0.260  2.609  -2.181  0.01
N  -1.021  2.790  -1.074  0.00
C  -1.836  3.813  -1.041  0.00
C  -1.958  4.746  -2.090  0.00
C  -1.207  4.572  -3.214  0.00
C  -0.323  3.473  -3.298  0.00
H  1.965  1.934  -5.284  0.00
H  -2.435  3.923  -0.141  0.00
H  -2.630  5.587  -1.993  0.00
H  -1.273  5.266  -4.041  0.00
C  0.414  -5.204  -2.420  0.00
C  -0.139  -3.863  -2.924  0.01
C  -0.066  -2.827  -1.905  0.06
N  0.029  -2.000  -1.119  0.01
H  0.187  -5.978  -3.149  0.00
H  -0.039  -5.483  -1.471  0.00
H  1.493  -5.153  -2.291  0.00
H  -1.189  -3.952  -3.211  0.00
H  0.414  -3.505  -3.795  0.00
I  8.140  0.337  3.538  0.00
C  6.118  0.044  3.112  0.00
C  5.263  -0.382  4.120  0.00
C  3.918  -0.558  3.839  0.00
C  3.434  -0.327  2.556  0.00
C  4.304  0.084  1.552  0.00
C  5.649  0.281  1.829  0.00
C  1.968  -0.475  2.298  0.01
O  1.153  -0.504  3.193  0.02
O  1.678  -0.553  1.005  0.09
H  5.640  -0.571  5.116  0.00
H  3.228  -0.866  4.612  0.00
H  3.927  0.254  0.552  0.00
H  6.323  0.613  1.052  0.00

- multiplicity = 4
- HOMO level (spin up / spin down) (eV) = -10.24 / -10.39
- frontier orbital gap (spin up / spin down) (eV) = 8.11 / 6.50
- energy above the lowest of the compared OMol25 structures with the same formula, charge and spin (kcal per mole) = 16.3
- LUMO (spin up / spin down) (eV) = -2.1 / -3.9
- net charge = +1
- expectation value of S² = 3.77

***

F_max? In order: 2.80, 1.22, 0.92 eV/A.
Electronic energy? In order: -182067.525, -7853.666, -85420.355 eV.